ORCA calculation (ωB97M-V with the def2-TZVPD basis set) on a structure of composition C5H14N4.

Last column: Mulliken charge in e.
Element x y z (Å)
C: 0.43560 -0.58376 -0.18514  -0.401
C: -0.95718 -1.71040 0.91539  -0.486
C: -0.02468 1.19784 1.39944  -1.126
C: -2.01951 -2.09021 -0.07270  -1.070
N: -0.19656 0.56477 0.09864  -0.086
C: 0.45460 1.74723 -1.32091  0.547
N: 1.72911 -0.88900 0.24487  -0.389
N: 1.78708 1.89809 -1.49476  -0.420
N: -0.38094 2.53003 -1.85974  -0.821
H: 0.23388 -0.98333 -1.17792  0.467
H: 1.99279 -0.50846 1.14218  0.198
H: 2.29168 -1.39988 -0.42006  0.239
H: 2.42193 1.32986 -0.96093  0.238
H: 2.08277 2.71420 -2.02551  0.256
H: -1.33477 2.35589 -1.55009  0.274
H: -0.31083 -2.52743 1.23346  0.311
H: -1.32657 -1.18607 1.79235  0.315
H: 0.72851 1.98944 1.33070  0.356
H: -0.97927 1.61955 1.71512  0.244
H: 0.28871 0.51511 2.19727  0.449
H: -2.51062 -1.20173 -0.48282  0.278
H: -2.80248 -2.71259 0.38422  0.353
H: -1.60328 -2.66914 -0.90305  0.278

Its net charge is 0. The calculation puts the energy above the lowest of the compared OMol25 structures with the same formula, charge and spin at 93.68 kcal per mole. Its LUMO energy is 0.8 eV. The calculated total energy is -417.7792 Ha. The calculation puts the orbital gap at 0.2861 hartree.

---

ORCA calculation (ωB97M-V with the def2-TZVPD basis set) on a cluster of 2 separate species, C5H14N4 in total.

Last column: Mulliken charge in e.
Element x y z (Å)
C: 1.22219 -1.57610 0.79855  -1.598
C: 1.04766 -0.37892 -1.39824  -1.892
C: 2.03932 0.78540 0.58839  -1.686
C: -2.16400 1.65333 0.37983  -0.891
C: 0.96779 -0.22203 0.12926  1.706
N: -2.34139 -0.99468 -0.41993  0.153
N: -1.86353 -1.76646 0.32260  -0.431
N: -1.16051 0.77745 -0.17348  0.305
N: -0.28628 0.26248 0.64483  -0.683
H: 1.10248 -1.47230 1.87247  0.397
H: 0.48418 -2.29138 0.44731  0.362
H: 2.22274 -1.93929 0.57891  0.423
H: 1.99233 -0.84562 -1.65885  0.447
H: 1.00510 0.58629 -1.90417  0.451
H: 0.24197 -1.01707 -1.75651  0.390
H: 2.02006 0.86633 1.67069  0.411
H: 3.02635 0.45867 0.26990  0.394
H: 1.84128 1.76904 0.16576  0.357
H: -2.43679 1.26938 1.36020  0.293
H: -1.78650 2.67423 0.49459  0.316
H: -3.03768 1.66642 -0.26988  0.329
H: -3.19384 -1.18698 -0.98285  0.198
H: -0.94292 0.92181 -1.15937  0.249

Its net charge is 0. The calculation puts the energy above the lowest of the compared OMol25 structures with the same formula, charge and spin at 96.27 kcal per mole. Its LUMO energy (spin up / spin down) is 0.9 / 0.9 eV. The calculated total energy is -417.7751 Ha. The calculation puts the orbital gap (spin up / spin down) at 0.2939 / 0.2734 hartree.

---

ORCA calculation (ωB97M-V with the def2-TZVPD basis set) on a structure of composition C5H14N4.

Last column: Mulliken charge in e.
Element x y z (Å)
C: -0.53816 1.12012 -1.90090  -0.973
C: -0.60755 0.99717 1.85083  -1.515
N: 0.23281 0.82525 -0.68731  -0.202
C: -0.75604 0.07360 0.67157  1.103
C: -1.95757 -0.51314 0.39883  -1.351
H: 0.72847 1.65088 -0.36185  0.390
H: -1.01367 0.21068 -2.26253  0.335
H: 0.13326 1.53524 -2.65548  0.352
H: -1.30288 1.85803 -1.65740  0.322
H: 0.38778 0.94358 2.29712  0.358
H: -1.33528 0.74912 2.62585  0.415
H: -0.78015 2.03602 1.55157  0.241
H: -2.12725 -1.14197 -0.46590  0.360
H: -2.75846 -0.48136 1.12545  0.202
N: 0.31381 -2.38585 0.41842  -0.815
N: 2.51972 -0.07497 -0.46401  -0.509
C: 1.15557 -0.40057 -0.60271  -0.117
N: 0.58330 -1.00523 0.57856  0.112
H: 0.88928 -2.88724 1.08961  0.226
H: -0.67599 -2.54122 0.67190  0.289
H: 2.92192 -0.02988 0.46094  0.235
H: 2.99290 0.46112 -1.17702  0.187
H: 0.99417 -0.99939 -1.50556  0.355

Its net charge is 0. The calculation puts the energy above the lowest of the compared OMol25 structures with the same formula, charge and spin at 93.09 kcal per mole. Its LUMO energy is 0.8 eV. The calculated total energy is -417.7802 Ha. The calculation puts the orbital gap at 0.2818 hartree.

---

ORCA calculation (ωB97M-V with the def2-TZVPD basis set) on the ion C5H14N5 with charge +1.

Last column: Mulliken charge in e.
Element x y z (Å)
C: -1.59976 -1.89300 -1.43784  -0.669
N: -0.09583 -2.05062 -1.39173  -0.320
C: 0.50290 -1.62421 -0.06991  -0.519
N: 1.14024 -0.25174 -0.06635  -0.054
C: 2.05145 0.06599 1.13740  -0.462
C: 0.87503 0.41385 2.27327  -0.348
N: 0.11298 1.45321 1.45327  -0.430
C: 0.18388 0.95018 -0.00056  0.177
N: -0.49677 1.53202 -1.06847  0.203
N: -1.33025 2.63492 -0.95187  -0.712
H: -2.00873 -1.04283 -0.71506  0.205
H: -1.89344 -1.59309 -2.53454  0.293
H: -2.07518 -2.94185 -1.19731  0.254
H: 0.38608 -1.62928 -2.21607  0.291
H: 1.38265 -2.39604 0.15831  0.286
H: -0.28499 -1.79273 0.79767  0.293
H: 2.47875 1.12073 0.80080  0.307
H: 2.80250 -0.75932 1.49429  0.357
H: 1.22342 1.04926 3.22106  0.304
H: 0.05594 -0.42418 2.46778  0.261
H: -0.88352 1.62723 1.71446  0.319
H: -0.32975 1.06973 -2.01276  0.335
H: -1.11977 3.20836 -0.09633  0.321
H: -1.07782 3.27341 -1.75953  0.309

Its SMILES is CNCN1CCN/C1=[NH+]\N. Its net charge is +1. The calculation puts the energy above the lowest of the compared OMol25 structures with the same formula, charge and spin at 92.66 kcal per mole. Its LUMO energy is -4.0 eV. The calculated total energy is -472.2807 Ha. The calculation puts the orbital gap at 0.3158 hartree.

---

ORCA calculation (ωB97M-V with the def2-TZVPD basis set) on the ion C5H14N6 with charge +2.

Last column: Mulliken charge in e.
Element x y z (Å)
C: -0.78938 0.28147 -1.05567  -0.242
C: 0.32185 -0.59027 -1.23077  0.555
C: -0.87689 1.15650 0.01220  0.418
C: 1.10647 0.06250 1.18296  0.387
C: 0.78368 -1.25659 2.01455  -1.324
N: 1.54126 -0.37458 -0.19608  -0.399
N: -0.05367 0.97351 1.05851  -0.202
N: 0.50511 -1.59171 -2.08299  -0.427
N: -1.71716 2.16785 -0.00764  -0.428
N: 2.17874 0.81930 1.74729  -0.690
N: -1.82061 0.36932 -2.10691  -0.269
H: 0.47609 -0.97010 2.96465  0.418
H: 1.76078 -1.65128 2.22563  0.433
H: 0.29238 -1.90389 1.25638  0.326
H: 2.08122 -1.29258 -0.06188  0.385
H: 0.01063 1.68061 1.90401  0.375
H: 0.34716 -1.64339 -3.10874  0.262
H: 1.10307 -2.34011 -1.73634  0.238
H: -2.36260 2.39874 -0.73035  0.161
H: -1.89044 2.91072 0.74231  0.274
H: 2.66221 1.31432 0.94070  0.260
H: 2.98107 0.35707 2.24952  0.307
H: -2.65242 0.42089 -1.52042  0.438
H: -1.97722 -0.59146 -2.41868  0.394
H: -1.69048 1.08740 -2.83826  0.350

Its SMILES is C[C@]1(N)NC(=[NH2+])C([NH3+])=C(N)N1. Its net charge is +2. The calculation puts the energy above the lowest of the compared OMol25 structures with the same formula, charge and spin at 30.18 kcal per mole. Its LUMO energy is -7.8 eV. The calculated total energy is -526.8023 Ha. The calculation puts the orbital gap at 0.3334 hartree.

---

ORCA calculation (ωB97M-V with the def2-TZVPD basis set) on a cluster of 2 separate species, C5H14NO in total.

Last column: Mulliken charge in e.
Element x y z (Å)
N: 1.52515 2.48256 1.13888  -0.695
C: 0.20853 1.89686 1.51443  -0.446
O: -0.00592 0.71103 0.90086  -0.568
H: 2.02281 2.83373 1.94648  0.216
H: 2.04690 1.74442 0.69474  0.223
H: 0.18417 1.83456 2.64169  0.136
H: -0.59949 2.58259 1.19472  0.178
C: -1.70051 -1.75709 0.48617  -1.287
C: -0.40246 -1.80268 -0.33919  -0.463
C: -0.54447 -0.96476 -1.60681  -0.416
C: 0.84068 -0.60284 -2.14388  -1.090
H: -1.85709 -0.69338 0.64930  0.277
H: -1.70249 -2.28231 1.44055  0.326
H: -2.53504 -2.15106 -0.10622  0.345
H: -0.17897 -2.82922 -0.65788  0.445
H: 0.40212 -1.37532 0.25363  0.296
H: -1.08236 -0.04385 -1.36531  0.286
H: -1.11067 -1.49093 -2.38559  0.454
H: 1.31542 -0.03311 -1.33810  0.131
H: 0.81422 0.02457 -3.03976  0.358
H: 1.40441 -1.51810 -2.34607  0.294

Its net charge is -1. The calculation puts the energy above the lowest of the compared OMol25 structures with the same formula, charge and spin at 7.03 kcal per mole. Its LUMO energy is 4.3 eV. The calculated total energy is -328.8825 Ha. The calculation puts the orbital gap at 0.2511 hartree.

---

ORCA calculation (ωB97M-V with the def2-TZVPD basis set) on a cluster of 2 separate species, C5H14NO in total.

Last column: Mulliken charge in e.
Element x y z (Å)
C: 1.07372 1.72894 -0.78705  -1.487
C: 0.15602 0.72727 -0.13628  0.120
C: 0.45871 -0.72941 -0.40374  -0.478
C: 0.01984 -1.27558 -1.73889  -0.296
C: -0.95841 -0.82818 -2.51345  -0.659
N: -0.04280 0.89710 1.34350  -0.260
H: 1.24303 1.40088 -1.81394  0.386
H: 2.09672 1.59848 -0.41200  0.413
H: 0.75905 2.75724 -0.65225  0.415
H: -0.84610 0.86419 -0.55861  0.349
H: 1.53293 -0.90777 -0.32484  0.334
H: -0.00676 -1.34373 0.36956  0.292
H: 0.32732 -2.30743 -1.84202  0.329
H: -1.47206 -1.57525 -3.10152  0.263
H: -1.21077 0.22106 -2.51758  0.242
H: -0.70071 0.20409 1.73953  0.328
H: 0.78039 0.78733 1.94191  0.356
H: -0.43360 1.82716 1.48981  0.395
H: -1.57238 -1.66231 2.94903  0.310
H: -0.39380 -1.29819 3.90746  0.293
O: -0.81036 -1.08589 3.06136  -0.643

Its net charge is +1. The calculation puts the energy above the lowest of the compared OMol25 structures with the same formula, charge and spin at 32.59 kcal per mole. Its LUMO energy is -3.3 eV. The calculated total energy is -328.6343 Ha. The calculation puts the orbital gap at 0.3606 hartree.

---

ORCA calculation (ωB97M-V with the def2-TZVPD basis set) on a cluster of 2 separate species, C5H14NO in total.

Last column: Mulliken charge in e.
Element x y z (Å)
C: 0.00572 1.36952 -0.88519  -1.337
C: -0.63881 0.96007 0.36407  0.199
N: -0.96757 -0.58186 0.08902  -0.238
C: 0.20016 -1.40848 0.65488  -0.614
C: 0.37516 -0.55936 1.96112  -0.623
C: 0.27786 0.90393 1.62361  -0.668
H: -0.57647 1.66236 -1.81184  0.327
H: 0.94195 0.79548 -1.08724  0.346
H: 0.46990 2.37715 -0.69030  0.372
H: -1.56218 1.44828 0.59186  0.435
H: -1.10416 -0.80031 -0.91508  0.314
H: -1.72012 -0.87742 0.69514  0.371
H: -0.07545 -2.43769 0.92680  0.397
H: 1.03351 -1.27577 -0.02086  0.304
H: -0.41024 -0.87746 2.62541  0.341
H: 1.28502 -0.93945 2.48023  0.370
H: 1.19793 1.41891 1.43933  0.371
H: -0.13745 1.50716 2.45281  0.314
H: 1.00929 -1.45275 -3.56512  0.299
H: 0.00095 -0.36340 -3.82515  0.304
O: 0.39500 -0.86888 -3.10350  -0.585

Its net charge is +1. The calculation puts the energy above the lowest of the compared OMol25 structures with the same formula, charge and spin at 21.34 kcal per mole. Its LUMO energy is -2.9 eV. The calculated total energy is -328.6522 Ha. The calculation puts the orbital gap at 0.4576 hartree.

---

ORCA calculation (ωB97M-V with the def2-TZVPD basis set) on a cluster of 2 separate species, C5H14NO in total.

Last column: Mulliken charge in e.
Element x y z (Å)
C: 0.11675 -1.99865 0.02573  -1.475
C: -0.82589 -0.79577 0.00541  0.447
C: -0.12489 0.38857 -0.64056  -0.682
C: -0.93984 1.65802 -0.65508  0.089
C: -1.18035 2.37286 -1.74454  -0.959
N: -0.92077 -0.37444 1.50581  -0.320
H: 1.17173 -1.75245 -0.06928  0.265
H: -0.12710 -2.63409 0.87628  0.493
H: -0.03627 -2.65135 -0.84102  0.392
H: -1.82513 -0.98848 -0.36383  0.368
H: 0.04340 0.08891 -1.68472  0.434
H: 0.91606 0.55560 -0.35298  0.305
H: -1.36153 2.05157 0.26917  0.136
H: -1.70527 3.31905 -1.67493  0.268
H: -0.77345 2.16447 -2.71758  0.285
H: -0.93228 0.60262 1.57096  0.252
H: -0.11815 -0.75834 2.00995  0.380
H: -1.71589 -0.67086 2.08333  0.324
H: 3.83703 -0.60641 0.26914  0.311
H: 3.39604 0.42897 1.26588  0.316
O: 3.10582 -0.39981 0.86286  -0.629

Its net charge is +1. The calculation puts the energy above the lowest of the compared OMol25 structures with the same formula, charge and spin at 37.36 kcal per mole. Its LUMO energy is -3.3 eV. The calculated total energy is -328.6267 Ha. The calculation puts the orbital gap at 0.3796 hartree.

---

ORCA calculation (ωB97M-V with the def2-TZVPD basis set) on the ion C5H14NO with charge +1.

Last column: Mulliken charge in e.
Element x y z (Å)
C: 0.25592 -2.12389 1.32796  -1.301
C: -0.36086 -0.97032 0.55514  0.465
C: 0.78315 0.09589 0.56930  -0.989
C: 0.83551 1.30991 -0.41584  -0.779
C: -0.28060 2.30955 -0.48106  -0.502
O: -1.26213 1.48290 -1.27409  -0.543
N: -0.64931 -1.13343 -0.93509  -0.257
H: 1.04093 -2.64975 0.80876  0.397
H: -0.40223 -2.89723 1.87360  0.338
H: 0.73189 -1.71216 2.30539  0.298
H: -1.31621 -0.49170 1.05765  0.220
H: 1.81729 -0.39399 0.55105  0.484
H: 0.91318 0.30849 1.73306  0.388
H: 1.06828 0.94775 -1.39197  0.420
H: 1.88036 1.78230 -0.28085  0.382
H: -0.80080 2.45562 0.45288  0.280
H: -0.05064 3.24527 -0.92016  0.383
H: -2.03684 1.82991 -1.53737  0.253
H: -0.96459 -0.17419 -1.42457  0.322
H: -1.31024 -1.83238 -1.03738  0.360
H: 0.10793 -1.38857 -1.53640  0.383

Its SMILES is C[C@H]([NH3+])CCCO. Its net charge is +1. The calculation puts the energy above the lowest of the compared OMol25 structures with the same formula, charge and spin at 54.14 kcal per mole. Its LUMO energy is -3.0 eV. The calculated total energy is -328.6000 Ha. The calculation puts the orbital gap at 0.4438 hartree.